Entry 1:
Here is a single C21H21N3O6 molecule in a non-equilibrium geometry from the OMol25 dataset. Energies are from the ωB97M-V functional and the def2-TZVPD basis.

```
51
Properties=species:S:1:pos:R:3:forces:R:3
O 3.1672 2.0499 1.5942 0.2 0.2 0.0
O -0.5181 -2.8741 0.3895 0.1 0.1 0.0
O -1.7881 -1.5719 1.7095 0.2 0.0 0.0
O -4.9709 1.2757 0.6694 -0.2 -0.1 0.2
O -5.0688 2.1456 -1.2907 -0.2 0.1 -0.2
O -2.7360 -2.2159 -1.3878 0.2 0.1 0.0
N 2.4657 0.1181 0.5933 0.2 0.2 0.1
N 1.1049 1.2773 2.0754 -0.2 0.0 0.3
N -4.4568 1.7474 -0.3216 -0.5 0.0 0.0
C -0.2775 2.0104 -0.4178 -0.1 0.0 0.1
C -1.0282 2.6214 -1.4100 0.1 -0.1 0.1
C 2.2947 1.2278 1.4324 -0.1 0.1 0.3
C 3.5118 0.0866 -1.5937 0.0 0.0 0.2
C 6.0244 0.2044 -0.4319 0.0 0.0 0.0
C -3.0186 1.8406 -0.3558 1.3 0.1 -0.1
C 0.3273 -0.7746 1.0751 0.3 0.3 0.2
C -3.9145 -1.9065 -0.6720 -0.1 0.1 0.1
C -2.4068 2.5345 -1.3922 -0.3 -0.1 0.1
C -0.7535 -1.7580 1.1028 -0.1 -0.1 0.1
C 4.8996 0.1697 0.3738 -0.1 -0.1 0.0
C -0.8933 1.3097 0.6143 -0.1 0.1 0.0
C -2.2772 1.2343 0.6480 -0.2 0.1 -0.1
C -0.0774 0.5655 1.6584 -0.2 -0.3 -0.2
C -2.2440 -3.5117 -1.1888 0.3 -0.1 0.3
C 5.8988 0.1712 -1.8102 0.0 0.0 -0.1
C -1.6195 -3.7512 0.1965 -0.7 -0.1 -0.3
C 4.6419 0.1105 -2.3896 0.1 0.0 -0.1
C 3.6425 0.1091 -0.2102 0.3 0.2 -0.3
C 1.5665 -0.9285 0.5518 -0.7 -0.4 0.2
C 2.0730 -2.2098 -0.0278 0.2 -0.2 0.0
H 1.6693 -2.3601 -1.0272 0.0 -0.1 -0.1
H -0.5327 3.1630 -2.2008 0.0 0.1 -0.1
H 4.5401 0.0917 -3.4643 0.0 0.0 -0.1
H -1.2287 -4.7695 0.2489 0.0 0.1 0.0
H -3.7061 -1.6937 0.3808 0.0 0.0 -0.1
H 0.7994 2.0889 -0.4481 0.1 0.0 0.0
H -2.3555 -3.5888 0.9898 0.1 -0.1 -0.1
H 7.0027 0.2562 0.0211 0.1 0.0 0.0
H -4.3305 -1.0192 -1.1444 -0.1 0.0 0.0
H 2.5268 0.0526 -2.0366 -0.1 0.0 0.0
H 3.1586 -2.2061 -0.0833 0.0 0.0 0.0
H -1.4728 -3.6436 -1.9525 -0.1 -0.1 0.1
H -3.0369 -4.2604 -1.3393 0.1 0.0 0.0
H -2.7838 0.6907 1.4307 0.0 0.0 0.0
H 1.7449 -3.0465 0.5820 0.0 0.0 0.0
H 6.7793 0.1971 -2.4341 0.1 0.0 -0.1
H -4.6419 -2.7223 -0.7424 0.0 0.0 0.0
H 0.9735 2.0958 2.6511 0.2 0.0 -0.1
H 4.9902 0.2004 1.4476 0.0 0.0 0.1
H -3.0153 2.9937 -2.1558 0.0 0.0 0.0
H -0.7108 0.3876 2.5353 0.2 0.0 -0.2
```
Forces are in eV/Å.

Results
E_tot   -38871.0946 eV
SMILES string   COCCOC(=O)C1=C(C)N(c2ccccc2)C(=O)N[C@H]1c1cccc([N+](=O)[O-])c1
Charge   0
Relative energy (zero: lowest compared OMol25 entry of this formula, charge and spin)   253.87 kJ/mol
Orbital gap   8.304 eV

natural (NBO) atomic charge list, values in e, 2 entries: O -0.621; O -0.517

Entry 2:
Here is 10 unconnected molecules or ions with the total composition C5H31NO9 in a non-equilibrium geometry from the OMol25 dataset. Energies are from the ωB97M-V functional and the def2-TZVPD basis.

```
46
Properties=species:S:1:pos:R:3:forces:R:3
O -1.4211 -2.9685 0.7205 1.2 -3.5 -0.8
O -2.9173 -1.4651 -0.7649 0.6 0.6 -3.4
O 1.2401 -2.7759 1.3770 -2.3 -2.9 -1.3
O -3.9547 0.1314 1.3161 0.0 3.8 -2.2
O 0.2454 -0.9406 3.3425 -8.2 -1.1 -3.6
O 3.4927 -0.9186 1.8809 -2.4 3.6 -7.0
O -1.9938 0.2617 -2.9252 2.3 3.1 -1.0
O -1.4288 1.1640 2.8990 -4.5 3.9 -0.1
O -2.6179 2.2303 -0.5779 -2.7 0.2 1.4
N 0.3041 1.9247 -1.7816 -3.5 0.3 0.9
C 1.6511 1.4749 -1.8398 1.9 -0.6 0.9
C 1.9179 0.3749 -0.6965 -3.5 -1.2 -1.8
C 2.7041 2.5288 -1.5850 1.9 2.9 -2.4
C 1.3376 -0.9871 -1.3128 -0.6 -0.2 2.3
C 1.0440 0.7276 0.5773 2.6 0.3 -0.3
H -1.9741 0.4514 3.1442 -0.9 -1.3 0.5
H 2.9192 0.1955 -0.4114 1.2 0.5 0.0
H -2.1854 0.9796 -3.6710 0.6 -2.4 2.5
H -2.4920 -1.1522 -1.6516 -0.4 0.2 2.1
H 3.8563 -1.1012 2.6318 3.0 -2.5 6.8
H 2.9155 -1.5446 1.4820 -0.6 -1.3 0.2
H -3.6153 2.1552 -0.7562 2.2 0.0 -0.1
H 0.0877 -1.7162 2.6846 0.2 2.1 2.2
H -3.3147 0.2151 0.5642 -0.9 0.5 0.5
H 1.0664 -1.0751 3.5342 8.1 -1.0 2.1
H -1.0690 0.6385 -2.4931 -2.8 -0.7 -1.5
H 1.5077 0.2475 1.4475 -0.1 0.5 -0.2
H 0.2862 -2.4383 1.3083 1.6 -0.8 -0.5
H -1.4327 -3.6449 -0.0769 -0.2 2.7 2.3
H 1.0289 -3.7301 0.9574 1.1 3.1 1.5
H 0.9493 1.8275 0.7250 0.1 -0.9 0.1
H -3.6960 -0.6856 1.5744 0.7 -4.2 1.8
H 1.3981 -1.8474 -0.6082 0.4 0.8 0.0
H -1.7586 -2.1277 0.4557 -0.9 0.6 -1.3
H -0.2047 1.5538 -0.9501 0.6 0.9 -1.0
H 2.7765 3.2865 -0.7918 -1.9 -0.2 0.4
H 0.2369 -0.7917 -1.2368 0.6 -0.5 -1.3
H -3.6186 -1.9605 -1.2129 -0.4 -0.2 0.8
H 3.7239 2.1556 -1.3069 -0.6 -0.5 -1.5
H 0.1092 0.2591 0.4771 -1.6 -0.3 -0.1
H -0.6109 0.8622 2.7885 5.2 -2.3 -0.5
H 1.7835 1.0794 -2.9112 0.5 0.1 1.7
H -0.0514 2.9090 -1.9273 1.4 -1.6 0.1
H 2.6949 3.2241 -2.5720 0.7 -1.5 2.1
H 1.7710 -1.4495 -2.2152 -0.5 1.1 -0.2
H -2.6911 2.4622 0.3880 0.6 -0.3 -1.0
```
Forces are in eV/Å.

Results
E_tot   -25601.8957 eV
SMILES string   CC(C)[C@H](C)N.O.O.O.O.O.O.O.O.O
Charge   0
Relative energy (zero: lowest compared OMol25 entry of this formula, charge and spin)   515.80 kJ/mol
Orbital gap   9.099 eV

natural (NBO) atomic charge list, values in e, 2 entries: O -0.990; O -0.998

Entry 3:
Here is a molecular structure, C20H25N2OTi in a non-equilibrium geometry from the OMol25 dataset. Energies are from the ωB97M-V functional and the def2-TZVPD basis.

```
49
Properties=species:S:1:pos:R:3:forces:R:3
Ti 0.0201 -0.0586 -0.9699 -0.3 -0.2 0.9
O -1.7687 0.1628 6.9502 -0.2 -0.2 -0.4
N -0.2886 0.3068 2.0763 0.1 0.1 2.0
N 0.1935 1.2330 7.1601 0.5 -0.1 -1.4
C 2.1926 -0.9947 -0.6857 0.7 0.9 -0.8
C -1.3052 -0.2498 2.7860 -0.2 0.0 0.2
C 0.3361 1.6732 -3.7635 0.9 1.4 0.1
C 2.0395 1.2036 0.0197 -0.1 -0.3 -1.2
C -0.7736 -1.7627 -1.9373 -1.6 -0.6 1.0
C 0.6499 0.8876 2.8799 -0.3 0.0 -0.1
C -0.1528 0.2886 -3.3379 -0.4 0.7 -3.2
C 0.5344 -0.5541 -4.5442 0.4 -0.4 0.9
C 1.9234 -0.1883 -1.8527 1.5 0.9 0.7
C -1.4733 -0.1904 4.1843 0.7 0.3 -0.8
C -1.1401 -2.1323 0.3218 0.2 0.0 0.2
C 2.3132 -0.1260 0.4274 -0.2 -0.2 -0.1
C -1.5682 0.3340 -4.0053 -1.2 -0.3 0.5
C 1.7880 1.2082 -1.3827 1.0 -0.8 0.4
C -0.7631 0.5844 6.4238 0.5 0.6 1.8
C -2.1272 -1.2102 -0.1068 0.3 0.1 -1.4
C 0.5754 1.0071 4.2827 0.1 -0.1 -0.8
C -0.2697 -2.4295 -0.7509 -1.0 -0.1 -1.2
C -1.9409 -0.9484 -1.4969 0.5 -1.4 0.5
C -0.5116 0.4715 4.9750 -0.5 -0.4 -2.0
H -2.5624 -0.2593 -2.0784 0.4 -0.7 0.3
H -2.0674 -0.8121 2.2230 0.6 0.6 0.4
H 0.0745 1.2894 8.1424 -0.2 0.0 0.7
H -2.1303 -0.6112 -3.9694 0.3 0.1 -0.2
H 0.5576 -3.1551 -0.7505 -0.7 0.5 0.1
H 2.4100 -2.0707 -0.7100 -0.1 0.8 0.1
H 1.0934 1.5128 6.7803 -0.6 -0.2 0.2
H -2.9548 -0.7756 0.4568 0.5 -0.2 -0.1
H 0.2789 -1.6107 -4.5942 -0.4 -0.1 0.0
H 2.0601 2.1195 0.6148 -0.1 -0.5 -0.1
H 0.0804 1.8355 -4.8292 0.1 0.1 0.6
H -1.4457 0.5796 -5.0761 -0.3 0.0 0.7
H 0.2028 -0.0987 -5.4844 0.2 -0.2 0.3
H 1.6250 -0.5777 -4.5940 0.1 0.4 0.2
H 2.6956 -0.4155 1.4096 -0.6 0.0 -0.3
H 1.4016 1.5327 4.7702 -0.4 -0.2 -0.2
H -1.1335 -2.6400 1.2972 0.4 0.6 -0.5
H -0.0999 2.5071 -3.1818 -0.1 -0.2 -0.2
H -0.4653 -1.9713 -2.9547 -0.2 0.1 0.5
H 1.9925 -0.5404 -2.8754 0.0 0.2 0.6
H 1.5423 1.2852 2.3793 -0.7 -0.1 0.4
H -2.2609 1.0763 -3.5762 0.3 0.1 0.0
H -2.3585 -0.6581 4.6092 0.3 0.2 0.1
H 1.4326 1.8270 -3.7137 -0.5 -0.3 -0.2
H 1.5483 2.1156 -1.9482 0.4 -0.7 0.4
```
Forces are in eV/Å.

Results
E_tot   -49278.6111 eV
Charge   +1
Relative energy (zero: lowest compared OMol25 entry of this formula, charge and spin)   0.00 kJ/mol
Orbital gap (spin up / spin down)   7.596 / 7.596 eV

natural (NBO) atomic charge list, values in e, 2 entries: Ti 1.476; O -0.563

Entry 4:
Here is a molecular structure, C2H3O2S2 in a non-equilibrium geometry from the OMol25 dataset. Energies are from the ωB97M-V functional and the def2-TZVPD basis.

```
9
Properties=species:S:1:pos:R:3:forces:R:3
S 2.7568 -0.6751 -0.3551 -1.4 -0.9 0.6
S 0.2454 -1.8342 0.6855 1.8 1.4 -0.1
O 4.0148 0.9672 1.5169 0.4 -0.4 -0.8
O 4.6712 0.4261 -0.6421 0.1 0.1 0.4
C -0.4902 -1.3518 -0.8785 -1.8 3.0 0.7
C 4.0249 0.4458 0.4263 -0.7 0.4 0.5
H -1.4647 -1.8341 -0.8763 0.3 -1.0 -1.0
H -0.8881 -0.2472 -1.1097 1.2 -1.6 1.3
H 0.2853 -1.4541 -1.5861 0.1 -1.0 -1.5
```
Forces are in eV/Å.

Results
E_tot   -27887.7770 eV
Charge   -1
Relative energy (zero: lowest compared OMol25 entry of this formula, charge and spin)   202.88 kJ/mol
Orbital gap (spin up / spin down)   6.773 / 6.776 eV

natural (NBO) atomic charge list, values in e, 2 entries: S -0.022; S -0.240

Entry 5:
Here is 3 unconnected molecules or ions with the total composition C33H59BClN4O12P in a non-equilibrium geometry from the OMol25 dataset. Energies are from the ωB97M-V functional and the def2-TZVPD basis.

```
111
Properties=species:S:1:pos:R:3:forces:R:3
Cl -5.2642 3.7784 0.6881 0.1 0.0 0.0
P -7.6864 2.3862 1.9518 -0.9 0.7 -1.7
O -7.4756 -0.8403 3.6864 0.1 -0.7 -0.3
O -8.4581 2.8162 0.7632 -0.1 0.0 -0.2
O -5.1725 -2.9145 2.0031 0.3 0.4 -0.8
O 6.2732 -0.5203 -0.1394 -0.2 -0.5 0.1
O -1.8050 -1.0437 0.2674 -1.1 -0.4 -0.2
O 6.6585 -0.0680 2.0141 -0.1 -0.5 -0.6
O -8.3214 -1.4314 1.5425 0.7 -0.1 -0.2
O 5.7980 3.3604 4.5613 -0.2 -0.2 -0.1
O 0.5849 -3.3603 -8.2200 -0.2 -0.1 -0.2
O 7.2453 1.1308 8.2420 0.0 0.2 -0.1
O -5.9630 -3.7917 -1.2154 0.6 0.5 0.0
O -2.9158 -3.0631 -5.3324 0.2 0.1 0.0
N -3.8699 -2.2255 0.1307 1.8 -2.1 0.6
N 4.5540 1.9987 6.8956 0.0 0.2 0.1
N -1.9869 -1.8628 -8.0750 0.1 0.1 0.1
N -4.4345 -1.9919 -1.1819 -0.4 0.0 -0.9
C 4.6105 3.4382 6.6671 0.1 -0.3 -0.1
C 0.8604 2.6242 -0.1714 -0.1 -1.2 0.4
C -4.7972 -2.0746 1.2282 -1.3 0.9 0.1
C -1.4802 1.8753 0.6562 0.0 0.0 -0.7
C 4.8201 1.6021 8.2764 0.0 -0.2 -0.2
C 3.1858 1.6678 -0.6037 0.7 0.5 1.0
C 4.5851 3.7568 5.1858 0.1 0.4 0.1
C -2.7809 -1.6883 -5.6489 -0.3 0.2 0.1
C -4.0135 0.0402 0.6624 0.5 -0.8 0.1
C 5.6551 2.2667 3.6681 0.2 0.1 0.1
C 2.1166 1.9722 0.4557 -0.1 0.2 -0.8
C -1.7358 -3.8336 -5.4945 -0.2 -0.2 0.1
C 7.7928 1.6892 7.0593 0.1 -0.3 0.0
C 6.2606 -2.3502 1.5620 0.4 -0.1 -0.5
C -3.0012 -1.0676 0.3166 -0.4 1.4 0.0
C -2.8121 2.1138 -0.1192 0.0 0.3 1.0
C -6.8965 -1.6416 -1.6024 0.9 0.7 0.1
C -5.1122 -0.5924 1.2288 1.4 -1.5 -0.2
C -0.2971 1.5799 -0.2923 0.3 0.9 -0.1
C 4.8905 -0.2332 -0.4738 0.3 0.0 0.2
C -5.7583 -2.6120 -1.3300 -1.3 -0.2 0.4
C 6.2094 1.8848 8.8436 -0.1 -0.1 0.3
C -0.6518 -1.3047 -7.8901 -0.2 -0.3 0.0
C 4.4585 1.1141 0.0955 -0.6 -0.6 -0.6
C -3.9960 1.3973 0.4892 1.3 0.5 -0.6
C 6.4069 -0.8977 1.1710 0.3 0.9 0.9
C -3.5693 -2.6154 -2.2053 -0.2 -0.4 0.0
C -2.9796 -1.3627 -7.1274 -0.1 -0.2 -0.2
C -5.1327 2.0529 0.9037 -0.2 1.3 -0.2
C 0.1077 -4.3853 -9.0720 0.1 0.0 0.2
C 0.3730 -2.0464 -8.7241 0.3 0.2 0.2
C -6.2175 0.0616 1.6536 -1.4 -0.3 0.6
C -6.2129 1.4289 1.4700 -1.0 0.4 1.2
B -7.4058 -0.7707 2.3092 0.1 0.2 0.4
H 7.2762 1.3137 6.1721 0.0 0.2 -0.1
H -1.2605 2.7942 1.1991 0.0 0.0 0.1
H -3.0187 3.1781 -0.0317 0.0 0.0 -0.4
H 3.4601 2.6184 -1.0664 -0.1 -0.1 -0.3
H -6.5180 -0.6194 -1.6412 0.0 0.0 -0.1
H 4.6577 0.5225 8.3291 0.0 0.0 0.1
H 5.2989 1.7953 -0.0142 0.0 0.1 0.2
H -1.6896 -4.2728 -6.4940 0.2 0.0 0.0
H 6.5947 2.1403 3.1388 0.0 0.0 0.0
H 6.4876 -3.0449 0.7549 -0.2 0.1 -0.2
H 3.7133 3.3092 4.6987 0.1 -0.1 0.0
H 5.2344 1.5470 6.2988 0.0 0.0 0.0
H -3.9415 -1.7840 -7.4300 0.0 0.0 0.1
H -3.2019 -3.5738 -1.8359 0.2 0.1 0.0
H 2.8180 1.0016 -1.3869 -0.1 0.0 0.1
H 4.8667 2.4601 2.9353 -0.1 0.0 0.0
H 8.8320 1.3667 6.9897 0.0 0.0 0.1
H -4.1683 -2.8422 -3.0874 -0.1 0.2 0.0
H 4.8315 -0.2501 -1.5595 0.1 0.0 0.0
H 6.9806 -2.5310 2.3552 -0.1 0.0 0.2
H 2.5399 2.6194 1.2269 0.2 0.0 -0.1
H -0.3289 -1.3658 -6.8423 0.2 0.1 0.0
H -8.5175 1.5417 2.7264 0.7 0.0 0.5
H -0.6606 -0.2514 -8.1847 0.0 0.0 0.0
H -8.3879 -2.3269 1.8994 -0.7 0.0 0.1
H 1.0824 2.9896 -1.1743 0.2 0.2 0.1
H -0.8324 -3.2509 -5.3010 0.0 0.0 -0.1
H -7.5850 -1.6750 -0.7589 -0.2 -0.3 -0.2
H 0.5600 3.4705 0.4454 -0.2 0.1 -0.1
H 0.1114 0.5824 -0.1510 -0.1 -0.1 0.1
H -6.6220 -1.1186 4.0377 0.1 0.4 0.3
H 4.2154 0.9677 1.1460 0.3 0.2 0.2
H -1.6033 1.0996 1.4069 0.0 -0.1 -0.1
H 0.4502 -5.3367 -8.6680 0.0 0.0 0.0
H 4.5083 4.8423 5.0672 0.0 0.0 0.0
H 3.7521 3.9115 7.1529 0.0 0.0 0.0
H -1.9358 -2.8683 -7.9809 0.0 0.0 0.0
H -0.9867 -4.4009 -9.1092 0.0 0.0 -0.1
H 6.1949 1.5779 9.8933 0.0 0.0 0.0
H -2.7296 1.8887 -1.1816 0.0 -0.2 0.0
H -1.8404 -1.2890 -5.2505 0.1 -0.1 -0.1
H 4.0698 2.0650 8.9254 0.0 0.1 0.0
H -3.5810 -1.1809 -5.1004 0.0 0.0 0.0
H -7.3769 -1.8461 -2.5561 -0.2 -0.3 0.1
H 0.5054 -4.2743 -10.0847 -0.1 0.0 0.0
H 5.2569 -2.5403 1.9391 0.0 0.0 0.0
H 4.2948 -1.0636 -0.0788 -0.3 0.1 -0.2
H -2.7706 -1.9529 -2.5312 0.1 0.0 0.3
H -7.2909 3.5378 2.6662 0.2 -0.6 0.6
H -1.7769 -4.6579 -4.7815 0.0 0.0 0.0
H 6.4557 2.9531 8.8438 0.0 0.0 -0.2
H 1.3286 -1.5200 -8.6439 0.0 0.0 0.0
H -0.6302 1.6074 -1.3320 -0.3 -0.1 0.1
H -3.0609 -0.2776 -7.2442 0.1 0.0 0.0
H 1.8709 1.0275 0.9484 -0.2 0.1 0.1
H 0.0914 -2.0592 -9.7806 -0.1 -0.1 0.0
H 5.4380 1.3382 4.2057 -0.1 0.0 -0.1
H 5.5263 3.8793 7.0819 -0.1 0.2 0.0
H 7.7684 2.7814 7.0692 -0.1 0.0 0.0
```
Forces are in eV/Å.

Results
E_tot   -88193.0529 eV
SMILES string   CC(=O)OCCCCCCCCc1c(Cl)c([PH2]=O)c(B(O)O)c2c1C(=O)N(N(C)C(C)=O)C2=O.COCCNCCOC.COCCNCCOC
Charge   0
Relative energy (zero: lowest compared OMol25 entry of this formula, charge and spin)   0.00 kJ/mol
Orbital gap   7.748 eV

Löwdin atomic charge list, values in e, 2 entries: Cl 0.759; P 0.714

Entry 6:
Here is a single C2H3N3O molecule in a non-equilibrium geometry from the OMol25 dataset. Energies are from the ωB97M-V functional and the def2-TZVPD basis.

```
9
Properties=species:S:1:pos:R:3:forces:R:3
O 2.0979 -0.2849 -0.1445 0.3 -0.1 -0.1
N 0.2005 1.0138 -0.1048 1.3 -0.3 -0.9
N -0.0604 -1.2230 -0.2006 -0.3 0.1 0.1
N -1.1922 0.7126 -0.0085 0.6 0.0 0.2
C -1.2372 -0.6747 -0.0596 0.2 0.3 0.4
C 0.7746 -0.1496 -0.1391 0.1 0.2 -0.5
H -2.1667 -1.2412 -0.0674 0.2 0.3 0.1
H -0.8913 1.2388 0.8613 -2.5 -0.2 0.8
H 2.4749 0.6082 -0.1368 0.0 -0.2 0.0
```
Forces are in eV/Å.

Results
E_tot   -8638.4655 eV
SMILES string   Oc1nc[nH]n1
Charge   0
Relative energy (zero: lowest compared OMol25 entry of this formula, charge and spin)   195.77 kJ/mol
Orbital gap   10.708 eV

natural (NBO) atomic charge list, values in e, 2 entries: O -0.639; N -0.400

> Which formula does entry 1 have?

C21H21N3O6

> Look up the relative energy (zero: lowest compared OMol25 entry of this formula, charge and spin) of the fifth one.

0.00 kJ/mol